# 1
27
Properties=species:S:1:pos:R:3 method="wB97M-V/def2-TZVPD" lumo_ev=0.4 energy_ev=-16166.5708 charge=0 max_force_ha_per_bohr=0.0912
C -0.1679 -0.1158 -0.1380
C 0.3320 -0.5238 -1.5522
C 1.8644 -0.5001 -1.7123
C 2.6083 0.7702 -1.1504
C 1.8115 1.6324 -0.1919
C 1.2239 0.8954 1.0390
C -2.1156 0.0159 1.3055
C -3.0230 -1.2152 1.6116
N -1.4554 -0.1858 -0.0259
O -2.1696 -0.4624 -1.0357
O 1.9944 0.0321 1.7124
O -4.1611 -1.2238 0.8031
H -0.0079 -1.5390 -1.6169
H -0.1430 0.2506 -2.2092
H 2.2062 -1.2921 -1.0779
H 2.0456 -0.7265 -2.7748
H 3.5183 0.4038 -0.6179
H 2.7644 1.4926 -1.9168
H 2.2494 2.5647 0.2299
H 0.9008 1.8697 -0.8619
H 0.5105 1.4766 1.6711
H -2.9083 0.8489 1.1917
H -1.2875 0.1516 2.1377
H -3.2832 -1.1252 2.6293
H -2.4145 -2.1800 1.4745
H 2.7931 -0.1804 1.2102
H -3.6860 -1.1346 -0.1342

# 2
26
Properties=species:S:1:pos:R:3 method="wB97M-V/def2-TZVPD" lumo_ev=0.8 energy_ev=-22909.8368 charge=0 smiles=C[C@@H]1OC[C@@]2(CCN(C)C2)S1 max_force_ha_per_bohr=0.0669
C -2.7885 -1.0835 2.5838
C -2.0234 -0.0317 1.7813
O -2.4615 0.1314 0.3767
C -1.4883 -0.4015 -0.5901
C -0.0878 -0.1665 -0.0977
C 0.2738 1.3559 -0.0728
C 1.7634 1.2570 -0.1912
N 2.0235 0.1443 -1.1149
C 2.7631 0.2058 -2.4448
C 1.0975 -0.9291 -0.7118
S -0.3032 -0.4614 1.7349
H -2.5887 -1.1711 3.6450
H -3.8144 -0.8477 2.4827
H -2.6122 -2.0598 2.1300
H -2.2244 0.9111 2.3761
H -1.5352 0.0159 -1.6123
H -1.6934 -1.4379 -0.6929
H 0.0395 1.9441 0.8818
H -0.2830 1.7191 -0.9176
H 2.3887 1.0891 0.6988
H 2.1841 2.2148 -0.5530
H 3.5535 -0.6095 -2.3459
H 2.1321 -0.0081 -3.3331
H 3.2780 1.2052 -2.5008
H 1.6404 -1.4573 0.0457
H 0.7663 -1.5287 -1.5577

# 3
24
Properties=species:S:1:pos:R:3 method="wB97M-V/def2-TZVPD" lumo_ev="0.5 / 0.3" energy_ev=-17822.2963 charge=0 max_force_ha_per_bohr=0.0924
C -0.6642 0.3259 0.8395
C -0.3806 0.9071 1.9606
C -1.7586 -0.0624 -0.0652
C -1.6165 0.3574 -1.4847
C -0.4207 -0.3514 -2.2763
C 0.9918 0.2282 -1.7438
C 1.4111 -0.4643 -0.4861
C 0.8980 0.9153 2.7961
P 0.8111 -1.9314 0.2887
H -1.2487 1.3885 2.4509
H -2.0060 -1.1930 0.0285
H -2.6758 0.5263 0.2887
H -2.5186 -0.0023 -2.0047
H -1.5831 1.4055 -1.5971
H -0.2105 -1.3701 -2.1926
H -0.4692 -0.0630 -3.2704
H 1.7036 -0.2049 -2.4286
H 0.9316 1.2795 -1.8274
H 1.9913 0.2285 0.1484
H 1.2249 1.8302 3.3589
H 1.6151 0.4111 2.1150
H 0.6702 0.1905 3.5702
H 1.3094 -1.6142 1.5387
H 1.9944 -2.7369 -0.0071

# 4
40
Properties=species:S:1:pos:R:3 method="wB97M-V/def2-TZVPD" lumo_ev=-10.0 energy_ev=-592425.3880 charge=+2 max_force_ha_per_bohr=0.0723
Ag 0.3243 -0.5783 3.8441
Ag -2.0943 -2.9021 0.4082
Ag -3.1563 -0.8209 3.8107
B -0.7835 -0.4752 0.9731
F -0.0802 0.6017 0.4362
F 0.1058 -1.5526 1.2157
F -1.4502 -0.1871 2.2336
F -1.7332 -0.7267 -0.0028
Br -1.8543 3.0433 3.4815
C -3.2366 3.1153 2.0522
C -3.2375 4.3940 1.1537
Br -3.0398 6.0310 2.2547
H -4.2379 2.8536 2.3941
H -2.8673 2.2636 1.4809
H -4.1070 4.3668 0.4969
H -2.3691 4.3748 0.4953
Br 4.4212 -0.2439 -1.5002
C 2.4417 -0.2066 -1.5905
C 1.9004 -1.0948 -2.6899
Br 2.2801 -3.0513 -2.3060
H 2.0549 0.8056 -1.7084
H 2.1889 -0.6991 -0.6515
H 2.3443 -0.8572 -3.6566
H 0.8151 -1.0614 -2.7859
Br 3.2200 -5.8238 0.4025
C 2.8567 -4.0516 1.1092
C 3.2216 -4.1355 2.6923
Br 3.0402 -2.2802 3.4623
H 1.8285 -3.8260 0.8262
H 3.5030 -3.3699 0.5563
H 4.2162 -4.5372 2.8860
H 2.5878 -4.8160 3.2609
Br 0.7174 1.5763 -4.5146
C -1.0556 2.1968 -3.9045
C -1.2492 1.7459 -2.4344
Br -2.9731 2.2007 -1.6135
H -1.7936 1.6580 -4.4986
H -1.0920 3.2854 -3.9478
H -0.4998 2.1234 -1.7388
H -1.1573 0.6610 -2.3827

# 5
33
Properties=species:S:1:pos:R:3 method="wB97M-V/def2-TZVPD" lumo_ev=0.2 energy_ev=-99178.8780 charge=0 smiles="NB(O)[C@]1(P(O)Br)CCNC1=O.CCCC#N" max_force_ha_per_bohr=0.0196
N -0.3785 -0.0916 -1.8631
B 0.9740 0.3300 -2.1198
O 1.2317 1.0926 -3.2368
C 2.2389 -0.0956 -1.1916
P 3.2288 -1.3141 -2.1974
O 3.9253 -0.3287 -3.2831
Br 4.9289 -1.6704 -0.7621
C 1.8076 -0.6243 0.1865
C 1.5773 0.6597 1.0357
N 2.2184 1.7682 0.3066
C 2.9643 1.1743 -0.7668
O 4.0316 1.5813 -1.1268
H -0.4454 -0.9825 -1.3851
H -0.9692 0.5698 -1.3697
H 1.5578 1.9887 -3.1293
H 4.7892 0.0065 -3.0098
H 2.5781 -1.2437 0.6458
H 0.8937 -1.2185 0.1438
H 0.5180 0.8697 1.1904
H 2.0689 0.5490 2.0023
H 1.5592 2.4526 -0.0458
C -4.7301 -0.7322 2.1812
C -3.3492 -1.2469 1.8002
C -2.3283 -0.1169 1.6196
C -2.6829 0.7663 0.5061
N -2.9845 1.4407 -0.3745
H -5.1453 -0.0991 1.3958
H -5.4197 -1.5601 2.3419
H -4.6898 -0.1464 3.1015
H -3.4062 -1.8265 0.8769
H -2.9689 -1.9169 2.5730
H -1.3328 -0.5233 1.4281
H -2.2610 0.4883 2.5263

# 6
29
Properties=species:S:1:pos:R:3 method="wB97M-V/def2-TZVPD" lumo_ev="-3.2 / -4.9" energy_ev=-155553.2025 charge=+1 max_force_ha_per_bohr=0.0639
C 3.3451 -2.7652 -0.6973
C 3.2042 -1.2735 -0.3788
C 1.7834 -0.8405 -0.2300
C 1.3870 0.6258 0.0219
C -0.7018 0.0321 1.0071
C -0.6266 2.0780 -0.3154
C -4.6835 -0.4400 1.4705
C -2.0593 2.0982 -0.7671
N -0.1326 0.6638 -0.1614
F -4.6659 -1.2068 0.3985
F -2.8909 1.3035 -0.0863
Br -6.0658 0.8130 1.2878
Br -2.7178 3.9376 -0.3445
H 2.7274 -2.9269 -1.6142
H 3.0606 -3.2631 0.2352
H 4.3992 -3.0544 -0.8768
H 3.6841 -0.9425 0.5441
H 3.7589 -0.6513 -1.0489
H 1.2891 -0.9555 -1.1535
H 1.3030 -1.5698 0.4305
H 1.6048 0.8486 1.0206
H 1.8966 1.3204 -0.6435
H -0.4351 0.5275 1.8491
H -0.7078 -1.0628 0.9884
H -0.7067 2.6194 0.7005
H -0.0467 2.6106 -1.1786
H -4.4651 -0.8066 2.4410
H -2.1401 2.1397 -1.9013
H -0.3979 0.1405 -0.9977

# 7
31
Properties=species:S:1:pos:R:3 method="wB97M-V/def2-TZVPD" lumo_ev="-10.5 / -15.2" energy_ev=-46298.9949 charge=+3 multiplicity=6 max_force_ha_per_bohr=0.1693
C -1.1191 0.6540 -4.3964
I -0.6886 -1.0888 -3.1703
H -0.3633 1.4197 -4.2577
H -2.1176 0.9510 -4.0853
H -1.1185 0.2845 -5.4197
Ir -0.4195 -0.2379 -0.7692
P 1.4407 -1.5572 -0.7972
C 0.9530 -3.3164 -0.9585
C 2.6653 -1.3398 -2.1506
H 2.7028 -0.3773 0.8939
H 3.3174 -2.0304 0.6670
H 1.8294 -1.7623 1.5874
C 2.4123 -1.4178 0.7298
H 3.1952 -0.3915 -2.0059
H 3.3798 -2.1754 -2.1258
H 1.8510 -3.9204 -1.1489
H 0.2544 -3.4630 -1.7942
H 2.1831 -1.3278 -3.1376
H 0.4736 -3.6526 -0.0302
C -1.5232 -1.4201 0.1321
O -2.2374 -2.1008 0.7532
Cl 1.2604 1.4150 -0.9902
N -2.3292 2.7762 1.6220
C -2.8316 3.1971 0.3963
C -2.3613 2.3182 -0.5470
N -1.5901 1.3630 0.1116
C -1.5788 1.6576 1.4083
H -2.4716 3.1995 2.5322
H -3.4579 4.0609 0.2946
H -2.5037 2.3022 -1.6196
H -1.0357 1.0847 2.1531

# 8
31
Properties=species:S:1:pos:R:3 method="wB97M-V/def2-TZVPD" lumo_ev="-9.7 / -8.8" energy_ev=-69165.0452 charge=+2 multiplicity=3 max_force_ha_per_bohr=0.1012
C 3.5139 -1.0361 -0.3605
I 3.1118 1.3124 0.4622
H 2.7692 -1.0300 -1.1746
H 3.8854 -2.0708 -0.2793
H 4.3942 -0.4230 -0.6204
V -1.8847 0.4289 0.4582
P -0.9641 0.4261 -1.6537
C 0.5301 0.8931 -2.5434
C -1.5521 -1.1002 -2.4698
H -3.1559 1.5508 -1.5651
H -2.4276 1.5377 -3.2144
H -1.8289 2.6834 -1.9700
C -2.2243 1.6740 -2.1453
H -2.4787 -1.4473 -1.9943
H -1.7210 -0.9202 -3.5391
H 0.2673 1.4151 -3.4782
H 1.1209 -0.0035 -2.7860
H -0.7804 -1.8690 -2.3382
H 1.1424 1.5518 -1.9103
C 2.8578 -0.7273 0.9056
O 2.3516 -1.3429 1.7940
Cl -3.8279 -0.5061 0.3492
N -1.2835 -0.8069 2.9426
C -0.5938 -0.7281 4.0895
C 0.3426 0.2949 3.9489
C 0.1844 0.8050 2.6536
N -0.8159 0.1396 2.0207
H -1.9414 -1.5328 2.6712
H -0.8186 -1.3643 4.9339
H 1.0688 0.6239 4.6709
H 0.7586 1.5716 2.1422

# 9
30
Properties=species:S:1:pos:R:3 method="wB97M-V/def2-TZVPD" lumo_ev=-3.1 energy_ev=-29079.6495 charge=+1 smiles="[H]/N=C(Cl)/C(N)=N/CC[NH+]1CCOCC1" max_force_ha_per_bohr=0.0154
H -4.5572 -2.0831 0.0298
N -4.2168 -1.1310 0.0847
C -3.0032 -0.8983 -0.0003
Cl -1.7439 -2.0965 -0.2143
C -2.5056 0.5036 0.0778
N -3.4619 1.4137 0.2900
N -1.2470 0.6855 -0.0528
C -0.5774 1.9570 -0.0020
C 0.8392 1.6873 -0.5616
N 1.1665 0.2839 -0.2385
C 1.8056 0.1164 1.0818
C 1.9335 -1.3796 1.3892
O 2.6851 -2.0266 0.3969
C 2.0790 -1.9032 -0.8626
C 1.9462 -0.4298 -1.2661
H -4.4157 1.0926 0.3459
H -3.2667 2.3982 0.3435
H -1.0686 2.7305 -0.5999
H -0.5221 2.3154 1.0325
H 0.8268 1.7953 -1.6469
H 1.5790 2.3722 -0.1484
H 0.1426 -0.0923 -0.1789
H 1.2001 0.6065 1.8436
H 2.7996 0.5706 1.0529
H 2.4673 -1.5283 2.3285
H 0.9310 -1.8273 1.4682
H 1.0850 -2.3749 -0.8592
H 2.7220 -2.4298 -1.5686
H 2.9383 0.0241 -1.3371
H 1.4393 -0.3522 -2.2281

# 10
29
Properties=species:S:1:pos:R:3 method="wB97M-V/def2-TZVPD" lumo_ev="-8.0 / -8.0" energy_ev=-21897.1024 charge=+2 multiplicity=2 max_force_ha_per_bohr=0.0552
C -1.7004 2.2133 0.6723
C -0.5352 2.4459 0.0564
O 0.4714 1.5025 0.0497
C 1.4818 1.6231 -0.9661
C 2.6060 0.6908 -0.5889
O 2.0303 -0.5741 -0.2569
C 2.9750 -1.6411 -0.1737
H -1.7554 1.4800 1.4824
H -2.5292 2.8930 0.4786
H -0.3601 3.2832 -0.6207
H 1.8499 2.6553 -1.0079
H 1.0425 1.3467 -1.9342
H 3.1712 1.0670 0.2760
H 3.2871 0.5765 -1.4430
H 2.4297 -2.5368 0.1404
H 3.4263 -1.8048 -1.1613
H 3.7534 -1.3955 0.5623
O -0.7505 -0.8584 2.1693
C -1.9988 -1.3176 1.7725
C -1.9391 -1.9567 0.3898
O -1.2098 -1.0650 -0.4919
C -1.9342 -0.2385 -1.3137
In 0.2947 -0.3959 0.7083
H -2.7291 -0.4825 1.7316
H -2.4147 -2.0742 2.4648
H -2.9289 -2.1554 -0.0396
H -1.3616 -2.8898 0.4139
H -1.7177 -0.3747 -2.3728
H -2.9545 -0.0164 -0.9974

# 11
25
Properties=species:S:1:pos:R:3 method="wB97M-V/def2-TZVPD" lumo_ev=-3.3 energy_ev=-10034.0076 charge=+1 max_force_ha_per_bohr=0.0864
C -1.1167 1.7529 -0.7192
C -0.0677 2.2849 0.2353
C 0.6447 -0.3230 -0.4751
C -0.1784 -0.2620 0.7665
C -0.3569 -1.2488 -2.2104
C 2.1066 -0.4841 -0.4092
C 0.4056 -0.0424 2.1519
C -1.5254 -1.0562 0.8191
N -0.0824 0.8878 -0.1100
H -2.1012 1.5254 -0.3534
H -0.9847 1.9022 -1.7533
H 0.7159 2.8401 -0.1854
H -0.4078 2.6935 1.1783
H 0.2761 -0.9256 -2.9515
H -1.2005 -0.6927 -1.9959
H -0.3629 -2.3408 -2.2414
H 2.5378 -0.3625 0.5449
H 2.6551 0.2415 -0.9731
H 2.3572 -1.5621 -0.6925
H 0.4306 -1.0531 2.7504
H -0.2138 0.5790 2.8460
H 1.5189 0.2881 2.0450
H -2.4222 -0.4430 0.7835
H -1.6308 -1.4613 1.7547
H -1.6244 -1.7144 0.0132

# 12
26
Properties=species:S:1:pos:R:3 method="wB97M-V/def2-TZVPD" lumo_ev=1.0 energy_ev=-11531.6451 charge=0 smiles=CN1[C@H]2CC[C@H]1CC(N)C2 max_force_ha_per_bohr=0.0605
C -0.8212 0.3689 -2.2735
N -0.3546 -0.0997 -0.9634
C -0.4367 0.8272 0.1482
C 0.4327 2.0039 -0.3446
C 1.6879 1.0747 -0.7674
C 1.0290 -0.4043 -0.7179
C 0.8159 -1.2522 0.6100
C -0.7077 -1.2480 1.1292
N -0.8438 -1.7251 2.4722
C -1.5100 0.1251 0.9734
H -1.1405 -0.5097 -2.7951
H -1.6426 1.0503 -2.1383
H -0.0714 0.8382 -2.9410
H 0.3577 0.6725 1.0117
H 0.0385 2.5733 -1.1880
H 0.7041 2.6839 0.4883
H 2.1406 1.2192 -1.7644
H 2.5443 1.2029 -0.0750
H 1.4124 -1.0199 -1.5342
H 1.0684 -2.3053 0.4638
H 1.5487 -0.9687 1.4246
H -1.1879 -2.0288 0.5429
H -0.6025 -0.9428 3.1186
H -0.2713 -2.4869 2.6898
H -2.4066 -0.1235 0.4328
H -1.7835 0.4748 1.9973